(1)
The following is a DFT calculation (ωB97M-V/def2-TZVPD) of a structure of composition C10H13OP in a non-equilibrium geometry.

Each line ends with the natural charge from an NBO analysis.
Cartesian coordinates (Å):
C -2.81 1.35 0.14  -0.249
C -1.74 2.29 0.26  -0.138
C -2.59 -0.06 -0.04  -0.201
C -0.34 1.97 0.24  -0.337
C -1.40 -0.70 0.01  -0.053
C 0.05 0.70 0.04  -0.218
C -0.90 -2.02 0.12  0.501
C -1.98 -3.08 -0.17  -0.713
C 2.87 1.36 0.29  -0.959
C 1.97 -0.84 -1.21  -0.974
O 0.21 -2.29 0.54  -0.527
P 1.63 -0.07 0.46  0.899
H -3.92 1.69 0.33  0.228
H -1.99 3.39 0.06  0.218
H -3.52 -0.63 0.01  0.212
H 0.33 2.82 0.16  0.224
H -2.95 -2.62 -0.45  0.215
H -2.09 -3.71 0.76  0.244
H -1.66 -3.83 -0.98  0.245
H 3.79 0.84 -0.15  0.234
H 3.20 1.69 1.30  0.229
H 2.61 2.26 -0.37  0.222
H 2.11 -0.28 -2.19  0.227
H 1.21 -1.63 -1.61  0.241
H 2.91 -1.44 -1.24  0.232

Results
Energy above the lowest of the compared OMol25 structures with the same formula, charge and spin in kJ/mol: 273.4
Energy in eV: -21912.8464
2S+1: 1
Net charge: 0



(2)
The following is a DFT calculation (ωB97M-V/def2-TZVPD) of a structure of composition C10H14BBaClN6 in a non-equilibrium geometry.

Each line ends with the Löwdin charge.
Cartesian coordinates (Å):
C 2.88 -0.13 1.05  -0.197
N 1.64 -0.08 0.52  -0.137
N 1.79 0.16 -0.83  -0.036
C 3.11 0.23 -1.14  -0.030
C 3.84 0.05 0.04  -0.013
B 0.58 0.25 -1.81  -0.462
N -0.42 -0.85 -1.32  0.040
N -0.63 -1.13 0.03  0.036
C -1.50 -2.16 0.06  -0.087
C -1.84 -2.55 -1.25  0.105
C -1.12 -1.70 -2.09  0.069
Ba 0.59 -1.39 2.69  1.685
N -0.10 1.63 -1.61  0.025
N -0.54 1.88 -0.33  0.162
C -1.07 3.10 -0.33  -0.033
C -1.00 3.66 -1.63  0.122
C -0.38 2.68 -2.41  0.069
H -1.46 3.54 0.58  0.140
H -0.11 2.64 -3.46  0.159
H -1.36 4.62 -1.94  0.141
H 0.91 0.11 -2.95  0.129
H -1.03 -1.66 -3.17  0.166
H 3.43 0.39 -2.16  0.140
H -2.50 -3.34 -1.54  0.145
H 4.91 0.05 0.14  0.117
H -1.84 -2.57 1.01  0.097
H 3.03 -0.26 2.13  0.069
H -2.54 -1.17 2.52  0.040
C -2.08 -1.56 3.44  -0.178
H -2.88 -2.04 4.02  0.065
H -1.35 -2.39 3.26  -0.084
H -1.68 -0.71 4.03  -0.017
Cl 0.72 0.70 4.46  -0.446

Results
Energy in eV: -33413.3053
2S+1: 1
Net charge: +2



(3)
The following is a DFT calculation (ωB97M-V/def2-TZVPD) of a structure of composition C10H14BN3Os.

Each line ends with the Löwdin charge.
Cartesian coordinates (Å):
Os -0.97 -0.27 0.04  1.566
C -2.65 -1.32 1.04  -0.111
C -3.22 -0.16 0.47  -0.085
C -2.52 0.98 0.98  -0.116
C -1.60 0.52 1.98  -0.159
C -1.66 -0.90 2.01  -0.145
H -2.90 -2.34 0.80  0.147
H -3.95 -0.14 -0.33  0.149
H -2.68 2.01 0.68  0.146
H -0.98 1.16 2.58  0.137
H -1.08 -1.57 2.63  0.143
B -1.96 0.03 -4.36  -0.268
C -1.60 -0.17 -2.94  -0.087
N -1.24 -0.38 -1.82  -0.063
H -2.79 -0.80 -4.65  0.085
H -2.04 1.20 -4.61  0.070
H -0.92 -0.45 -4.82  0.128
C 4.12 1.31 1.26  0.053
N 2.99 0.43 0.93  -0.073
C 3.08 -0.90 0.58  0.017
C 1.82 -1.35 0.37  -0.062
N 0.96 -0.26 0.52  -0.164
C 1.72 0.79 0.90  -0.087
H 5.03 0.72 1.21  0.109
H 4.00 1.70 2.27  0.113
H 4.18 2.13 0.55  0.114
H 4.03 -1.41 0.54  0.153
H 1.48 -2.33 0.09  0.129
H 1.35 1.78 1.12  0.161

Results
Energy in eV: -18191.3515
2S+1: 1
Net charge: +2



(4)
The following is a DFT calculation (ωB97M-V/def2-TZVPD) of a structure of composition C10H14BeN4O8S2 in a non-equilibrium geometry.

Each line ends with the natural charge from an NBO analysis.
Cartesian coordinates (Å):
Be -38.95 29.66 -2.72  1.648
S -37.19 31.60 -3.53  2.589
O -37.84 31.49 -2.18  -1.161
O -37.60 32.86 -4.20  -1.103
O -35.75 31.50 -3.41  -0.973
O -37.86 30.41 -4.19  -1.178
S -36.12 28.08 -1.43  2.581
O -35.60 26.71 -1.71  -1.122
O -36.13 28.12 0.07  -1.133
O -35.23 29.10 -1.96  -1.033
O -37.53 28.18 -1.95  -1.183
C -39.55 26.15 -6.54  -0.708
C -39.32 27.16 -5.53  0.269
N -39.14 27.93 -4.70  -0.265
H -39.67 25.20 -6.01  0.245
H -38.67 26.06 -7.17  0.247
H -40.46 26.28 -7.12  0.233
C -38.83 32.27 0.92  -0.715
C -39.18 30.99 0.35  0.342
N -39.38 29.97 -0.14  -0.349
H -39.38 33.06 0.41  0.237
H -37.77 32.48 0.80  0.283
H -39.16 32.37 1.96  0.222
C -38.89 25.80 -0.46  -0.748
C -39.70 26.68 -1.29  0.416
N -40.35 27.37 -1.93  -0.466
H -39.50 24.93 -0.22  0.206
H -38.51 26.40 0.36  0.297
H -38.04 25.47 -1.06  0.303
N -40.26 32.02 -3.95  -0.494
C -40.53 30.95 -4.75  -0.037
C -41.38 30.12 -4.02  -0.367
C -41.52 30.66 -2.74  -0.355
C -40.74 31.79 -2.70  -0.070
H -39.75 32.86 -4.21  0.463
H -40.27 30.85 -5.79  0.221
H -41.86 29.29 -4.52  0.219
H -42.13 30.30 -1.93  0.228
H -40.70 32.51 -1.90  0.211

Results
Energy above the lowest of the compared OMol25 structures with the same formula, charge and spin in kJ/mol: 0.0
Energy in eV: -55008.6838
2S+1: 1
Net charge: -2



(5)
The following is a DFT calculation (ωB97M-V/def2-TZVPD) of an isolated molecule of C10H14BrClSi in a non-equilibrium geometry.

Each line ends with the natural charge from an NBO analysis.
Cartesian coordinates (Å):
C 1.82 0.81 -4.98  -0.154
C 1.11 -0.28 -4.59  -0.239
C 1.84 1.96 -4.30  -0.198
C 0.50 -0.09 -3.34  -0.186
C 1.16 2.25 -3.14  -0.265
C 0.42 1.15 -2.67  -0.352
C -1.63 -1.77 3.43  -0.597
C -1.94 -1.26 1.99  -0.395
C -0.94 -0.16 1.44  -0.422
C -0.44 -0.44 0.04  -0.739
Si -0.69 1.30 -1.11  1.305
Cl -0.22 3.05 -0.18  -0.357
Br -2.92 1.28 -1.44  -0.314
H 2.43 0.67 -5.78  0.194
H 1.27 -1.23 -4.93  0.215
H 2.61 2.77 -4.46  0.216
H 0.03 -0.94 -2.79  0.210
H 1.29 3.12 -2.58  0.219
H -2.14 -2.66 3.66  0.208
H -0.57 -2.03 3.51  0.195
H -1.82 -0.93 4.18  0.202
H -2.91 -0.87 2.15  0.206
H -2.07 -2.13 1.28  0.197
H -1.37 0.83 1.39  0.200
H -0.07 0.00 2.03  0.207
H -1.12 -1.10 -0.50  0.223
H 0.55 -0.81 0.06  0.222

Results
Energy in eV: -101036.9150
2S+1: 3
Net charge: 0
⟨S²⟩: 2.0146



(6)
The following is a DFT calculation (ωB97M-V/def2-TZVPD) of a cluster of 5 separate species, C10H14Cl13FO6S2 in total.

Each line ends with the natural charge from an NBO analysis.
Cartesian coordinates (Å):
O 1.49 1.08 -1.02  -0.911
S 0.17 0.93 -0.48  2.127
O -0.06 0.05 0.62  -0.920
Cl -0.41 2.79 0.08  -0.215
C -0.92 0.50 -1.82  -0.671
C -1.09 1.58 -2.89  -0.417
C -2.53 1.93 -3.26  -0.398
C -3.38 2.62 -2.18  -0.472
C -4.02 1.72 -1.12  0.588
F -3.24 1.69 0.00  -0.336
C -5.44 2.12 -0.69  -0.113
O -6.34 1.32 -1.46  -0.689
S -5.62 0.11 -2.18  2.562
O -5.57 0.37 -3.57  -0.900
O -6.10 -1.11 -1.66  -0.873
O -4.16 0.38 -1.56  -0.710
H -1.85 0.16 -1.37  0.266
H -0.39 -0.37 -2.20  0.265
H -0.56 2.49 -2.59  0.229
H -0.60 1.23 -3.80  0.231
H -3.06 1.06 -3.64  0.230
H -2.47 2.63 -4.10  0.226
H -4.21 3.12 -2.69  0.231
H -2.80 3.39 -1.67  0.241
H -5.66 3.17 -0.86  0.214
H -5.57 1.87 0.37  0.217
Cl 0.95 -3.67 2.76  0.003
C 1.54 -2.63 1.46  -0.290
Cl 3.07 -1.89 1.90  0.026
Cl 1.69 -3.55 -0.04  0.009
H 0.82 -1.84 1.30  0.258
Cl 3.37 -7.18 4.11  0.020
C 3.71 -6.19 2.69  -0.288
Cl 5.22 -5.30 2.89  0.000
Cl 3.73 -7.16 1.22  0.023
H 2.92 -5.46 2.61  0.234
Cl 4.66 5.31 -1.42  0.023
C 3.26 4.44 -0.80  -0.286
Cl 2.89 4.93 0.86  0.019
Cl 1.86 4.68 -1.84  0.007
H 3.49 3.38 -0.79  0.238
Cl 7.18 -1.68 5.11  0.016
C 6.32 -3.08 5.74  -0.288
Cl 6.93 -3.53 7.34  0.018
Cl 4.59 -2.80 5.79  0.024
H 6.50 -3.91 5.07  0.229

Results
Energy in eV: -210060.6484
2S+1: 1
Structure (SMILES): O=S(=O)(Cl)CCCC[C@@]1(F)COS(=O)(=O)O1.ClC(Cl)Cl.ClC(Cl)Cl.ClC(Cl)Cl.ClC(Cl)Cl
Net charge: 0



(7)
The following is a DFT calculation (ωB97M-V/def2-TZVPD) of an isolated molecule of C10H14ClN3 in a non-equilibrium geometry.

Each line ends with the natural charge from an NBO analysis.
Cartesian coordinates (Å):
C 2.77 0.84 -1.35  -0.414
N 2.69 0.09 -0.04  -0.456
C 2.05 1.01 0.86  -0.235
C 0.60 0.63 1.33  -0.243
N 0.01 -0.08 0.19  -0.458
C -1.35 -0.11 0.08  0.364
N -1.84 -1.36 0.17  -0.458
C -3.17 -1.54 -0.02  0.043
C -4.07 -0.48 -0.12  -0.278
C -3.53 0.80 -0.28  -0.188
C -2.20 0.98 -0.13  -0.131
Cl -1.47 2.49 -0.06  0.033
C 0.76 -1.28 -0.31  -0.225
C 2.18 -1.21 0.11  -0.231
H 3.19 0.21 -2.08  0.193
H 1.73 1.11 -1.63  0.184
H 3.43 1.77 -1.18  0.204
H 2.73 0.94 1.73  0.194
H 2.00 2.05 0.44  0.206
H 0.05 1.57 1.59  0.231
H 0.58 -0.12 2.17  0.174
H -3.49 -2.61 -0.25  0.198
H -5.17 -0.60 -0.25  0.223
H -4.42 1.50 -0.31  0.242
H 0.38 -2.14 0.15  0.209
H 0.57 -1.20 -1.39  0.203
H 2.69 -1.86 -0.59  0.212
H 2.31 -1.42 1.19  0.201

Results
Energy above the lowest of the compared OMol25 structures with the same formula, charge and spin in kJ/mol: 180.4
Energy in eV: -27587.5393
2S+1: 1
Structure (SMILES): CN1CCN(c2ncccc2Cl)CC1
Net charge: 0



(8)
The following is a DFT calculation (ωB97M-V/def2-TZVPD) of a cluster of 2 separate species, C10H14FN2O7PS in total in a non-equilibrium geometry.

Each line ends with the natural charge from an NBO analysis.
Cartesian coordinates (Å):
N 2.62 -0.64 0.07  -1.304
P 1.27 -0.91 0.76  1.418
N 0.32 -2.33 0.21  -0.984
C -0.59 -2.84 1.28  -0.233
C -1.96 -3.19 0.68  -0.414
C -2.97 -2.01 0.67  -0.430
C -3.45 -1.70 -0.76  -0.053
O -3.95 -0.36 -0.85  -0.729
S 1.26 -3.53 -0.45  2.516
O 1.72 -3.10 -1.72  -0.884
O 2.27 -4.03 0.43  -0.913
F 0.22 -4.73 -0.75  -0.503
H 2.51 0.30 -0.38  0.455
H 0.38 0.17 0.59  0.033
H 1.48 -1.11 2.16  -0.097
H -0.18 -3.75 1.74  0.201
H -0.65 -2.06 2.04  0.212
H -1.79 -3.56 -0.34  0.219
H -2.40 -4.00 1.27  0.197
H -3.84 -2.31 1.25  0.197
H -2.56 -1.10 1.13  0.210
H -4.29 -2.33 -1.05  0.167
H -2.62 -1.82 -1.47  0.168
H -3.23 0.24 -0.60  0.474
C 1.00 4.31 0.72  -0.565
C 1.16 5.52 0.06  0.410
C 1.91 5.43 -1.29  0.441
O 2.07 6.41 -2.03  -0.664
C 2.44 4.14 -1.69  -0.556
C 2.28 2.95 -1.02  0.394
C 1.44 3.02 0.27  0.445
O 1.15 2.00 0.92  -0.754
O 2.73 1.81 -1.35  -0.738
O 0.77 6.65 0.45  -0.698
H 0.47 4.28 1.67  0.179
H 3.01 4.17 -2.62  0.184

Results
Energy above the lowest of the compared OMol25 structures with the same formula, charge and spin in kJ/mol: 0.0
Energy in eV: -50749.4715
2S+1: 1
Net charge: -2